Record 1
{
  "formula": "C62H50Cl2F3N7O2S4Ta",
  "method": "ωB97M-V/def2-TZVPD",
  "max_force_ev_per_a": 1.09,
  "total_charge": 3,
  "gap_ev": 6.18,
  "symbols": ["C", "H", "C", "C", "C", "H", "C", "C", "H", "H", "C", "C", "H", "C", "C", "C", "H", "H", "C", "C", "H", "C", "C", "H", "H", "C", "H", "C", "H", "C", "C", "H", "C", "C", "C", "N", "H", "Cl", "C", "C", "H", "Cl", "H", "H", "N", "N", "N", "C", "C", "H", "H", "H", "H", "C", "C", "S", "H", "F", "C", "C", "H", "C", "N", "H", "H", "H", "H", "C", "H", "H", "C", "C", "S", "C", "C", "C", "H", "C", "Ta", "C", "O", "H", "S", "C", "C", "C", "H", "C", "H", "C", "F", "H", "C", "C", "H", "H", "H", "C", "C", "F", "H", "C", "C", "S", "H", "C", "C", "H", "H", "C", "C", "C", "H", "H", "C", "C", "C", "H", "C", "C", "H", "H", "H", "C", "O", "H", "H", "H", "N", "C", "N"],
  "coordinates": [[6.4589, 0.5435, -1.4339], [1.7568, -3.3571, 4.3910], [-2.7048, -0.8438, 6.8456], [-2.8063, -0.2454, -3.4719], [-6.2741, -3.7770, -0.4225], [0.7259, -3.0648, -0.3483], [-3.0995, 3.1606, 0.5469], [0.9783, -3.1491, 0.7001], [4.9630, 3.6188, 0.6689], [-1.9478, -4.2377, -1.0642], [-5.4823, -1.8148, 0.6630], [-6.8889, 0.9951, 0.1512], [-2.4343, -3.3741, 3.7899], [-2.2343, -2.5146, 1.8198], [1.5437, -3.3458, 3.3295], [4.0465, -0.8144, -1.6380], [5.2986, 3.7242, -1.7938], [5.6352, -0.0413, 5.6987], [4.3836, -0.7721, 2.0805], [-1.3688, -0.4293, 4.8884], [-5.2348, 5.7776, 0.7228], [-2.5174, 2.1179, -4.9235], [-3.6460, 2.5425, -0.5663], [2.4758, -1.7802, -2.8023], [2.9463, -1.0398, 0.7272], [4.6107, -0.5805, -0.3694], [-6.3211, -4.4163, -1.2937], [-2.8946, 1.0001, -2.8546], [7.4078, 1.0561, -1.3439], [0.7488, 3.0766, -2.4850], [-4.7924, 4.8557, 0.3690], [-4.8529, 1.7223, 2.7951], [1.2535, -4.3927, 1.2330], [4.3139, 3.5572, -1.3819], [-5.3544, 4.2010, -0.7249], [2.9464, 3.2390, 0.5500], [-2.4160, -5.6822, 2.9440], [6.3956, -2.5065, 1.6171], [1.6041, -0.7330, -1.1790], [-3.7738, -1.2489, 6.0513], [1.2315, -1.2413, 3.3073], [2.1829, 0.8953, 2.4861], [2.7262, -2.4812, -1.2201], [3.0337, -5.9444, 3.1749], [-1.6578, 0.6805, -0.4669], [-4.0762, -0.1418, -0.7899], [-0.9738, -0.1005, 2.0265], [-2.2027, -5.1044, 0.8869], [4.1122, 0.3359, 4.2411], [4.2492, -0.5309, -3.7437], [3.5428, 1.0073, 4.8686], [-2.2749, 0.8439, -6.6253], [6.2667, 0.2918, 0.6819], [-2.3412, -3.5575, 2.7281], [1.9662, 3.1939, -1.6241], [-2.2377, -0.8301, 2.3654], [-2.8095, -0.8442, 7.9224], [-0.2350, 3.8987, -2.0869], [-6.2119, -2.1124, 1.8110], [-5.8121, 0.9444, 1.0331], [-2.2493, 2.7373, 1.0578], [-2.4444, -0.8339, 4.1134], [1.0035, -2.0091, 1.4059], [-0.4515, -0.0953, 4.4232], [-7.5859, -5.0066, 0.7402], [6.8924, -1.5972, 4.2279], [-4.9679, -2.3438, -1.3563], [-7.8834, 1.9264, 0.3831], [1.2256, -5.2586, 0.5836], [-2.7734, 3.1439, -3.0593], [-2.7403, 2.1864, -3.5560], [2.7224, -1.5301, -1.7686], [-4.5954, -0.2890, 0.6898], [-2.3275, -4.8598, 2.2468], [5.9881, -1.1167, 3.8815], [4.1313, 3.4774, -0.0114], [-1.9592, -1.9247, -0.2421], [-3.6504, -1.2412, 4.6741], [0.0191, 0.4073, 0.4051], [-2.4441, 0.8879, -5.5578], [0.3634, -1.0462, -1.1331], [-6.6450, 3.3866, 3.1866], [0.3484, 2.7425, 0.6068], [5.8167, 0.1057, -0.2848], [-6.9861, -4.1064, 0.7218], [5.5307, -1.3849, 2.6018], [-8.5778, 3.5056, 1.6566], [-1.5119, -0.4342, 6.2687], [-2.4004, 3.0312, -5.4903], [-6.9589, -3.2750, 1.8382], [0.2161, 1.8153, -2.4258], [-3.2472, 4.8420, 1.8608], [-6.7077, 2.7178, 2.3390], [-4.7879, 3.0340, -1.2003], [-2.5224, -1.2476, -5.3385], [-0.6899, -0.1108, 6.8925], [-2.9094, -1.1584, -2.8990], [-5.5111, -2.6191, -0.4634], [5.9010, 0.3282, -2.6828], [1.0075, 3.3232, -3.7717], [-5.2198, 2.5211, -2.0505], [4.6902, -0.3428, -2.7712], [-7.7918, 2.7843, 1.4762], [-2.9789, 1.0060, -1.0986], [-7.5396, -3.5241, 2.7156], [-2.0794, -2.7432, 0.4568], [1.9471, -5.8337, 3.1869], [-2.1999, -6.1233, 0.5221], [3.3040, 3.5078, -3.2758], [-3.6768, 4.3356, 1.0072], [1.5733, -4.5208, 2.5815], [5.2799, -0.2526, 4.6997], [-6.2284, -1.4312, 2.6537], [-6.2319, 4.6068, -1.2097], [1.9082, 3.0884, -0.2385], [-5.7006, 1.7854, 2.1276], [3.2077, 3.4255, -2.2029], [-4.4745, -1.5529, 4.0468], [-2.0682, -4.0481, -0.0052], [1.2554, -2.1443, 2.7171], [-4.7010, -1.5650, 6.5092], [1.5263, -6.6678, 2.6278], [-6.9551, 0.3210, -0.6949], [3.6920, 0.0741, 2.9484], [1.8815, 0.3359, -0.5461], [-8.7336, 1.9811, -0.2829], [1.6234, -5.9007, 4.2247], [6.4064, 0.6629, -3.5782], [-3.6071, -0.1158, 1.8847], [-2.5848, -0.2931, -4.8345], [3.9479, -1.0659, 0.7780]]
}

=====

Record 2
{
  "formula": "C62H54Br2N10O20",
  "method": "ωB97M-V/def2-TZVPD",
  "smiles": "O=[N+]([O-])c1ccccc1.O=[N+]([O-])c1ccccc1.O=[N+]([O-])c1ccccc1.O=[N+]([O-])c1ccccc1.O=[N+]([O-])c1ccccc1.O=[N+]([O-])c1ccccc1.O=[N+]([O-])c1ccccc1.O=[N+]([O-])c1ccccc1.O=[N+]([O-])c1ccccc1.O=[N+]([O-])c1ccccc1.BrCCBr",
  "max_force_ev_per_a": 3.62,
  "total_charge": 0,
  "gap_ev": 8.66,
  "symbols": ["H", "C", "C", "C", "O", "C", "H", "H", "H", "C", "H", "O", "C", "H", "H", "O", "N", "O", "O", "H", "O", "H", "H", "C", "H", "C", "C", "C", "H", "O", "H", "C", "O", "C", "C", "H", "H", "C", "N", "H", "N", "H", "H", "H", "C", "H", "C", "H", "C", "C", "C", "C", "O", "H", "C", "C", "C", "O", "C", "H", "H", "C", "C", "H", "H", "C", "N", "H", "C", "N", "O", "H", "O", "C", "H", "H", "H", "C", "O", "C", "O", "H", "C", "H", "H", "O", "C", "H", "H", "C", "C", "C", "C", "C", "H", "C", "C", "N", "H", "H", "C", "C", "N", "H", "C", "O", "C", "C", "H", "H", "C", "H", "Br", "C", "H", "C", "C", "O", "C", "H", "C", "Br", "H", "C", "C", "N", "C", "C", "H", "H", "H", "H", "C", "H", "H", "N", "O", "C", "C", "N", "C", "H", "C", "O", "H", "O", "C", "C"],
  "coordinates": [[-5.2942, -4.6347, -0.7104], [-2.8396, 6.2470, -0.0970], [-2.9986, -1.4300, -3.9280], [5.4239, 1.8020, 5.1937], [-2.1109, 3.3111, -5.0044], [-6.1091, -3.0459, -3.5661], [-3.2439, -2.4818, -3.9164], [-5.4329, -5.0021, -3.2078], [7.7945, 3.3055, -0.8906], [-6.6204, -1.7170, -1.6382], [2.8579, -4.6625, -1.2408], [-3.7348, -1.2316, 1.1160], [7.1334, 1.8036, -2.1981], [-6.1775, -2.4257, 0.2451], [6.0342, 0.6963, 6.9267], [-5.1860, 7.6609, -3.9085], [-2.7229, -6.5012, -1.5597], [3.9577, -2.3311, 1.8671], [2.5845, -3.7828, 4.4941], [5.5180, -7.7623, -0.3239], [2.6571, 0.4571, -2.2117], [-6.3146, 1.5653, 3.5822], [3.2578, -1.3611, 4.8626], [-0.1113, -1.6929, 5.1548], [8.1516, 1.5524, -2.4562], [5.7062, 2.8953, -0.5949], [5.8929, 0.6510, 5.8569], [-1.7981, -0.0985, 0.5545], [0.4134, 2.3289, -0.5150], [4.0065, 2.7333, 1.9997], [-3.1742, 6.0300, -3.9051], [1.9529, 4.4416, -2.9689], [-2.8715, -7.4353, -2.3092], [2.7818, 5.2648, -2.0191], [5.1451, -4.8252, 1.3014], [-2.0197, 0.7626, 3.5440], [3.9361, -6.7507, -1.7788], [-0.0254, 1.5406, 0.0787], [-1.4424, 2.5164, -4.3693], [-1.9339, -4.4127, 0.0479], [3.5670, -2.8777, 0.8457], [1.1972, -2.9227, -2.4230], [1.4243, 3.5908, -2.5390], [-1.4257, 4.6380, -0.3258], [0.3917, -0.4132, 1.4187], [-1.2161, -6.1759, -3.8041], [-2.6659, 2.4744, 2.5711], [6.2687, 0.2210, -3.4358], [-1.7257, -1.0958, -3.4374], [-3.7480, 3.3385, 2.2816], [2.0616, 0.0212, 5.9512], [-5.7306, -4.1133, -2.6713], [-4.9492, 9.1263, -2.2709], [-0.3202, 0.3675, -2.8598], [-5.0297, 3.0344, 2.7236], [6.0919, 1.0157, -2.7261], [5.1909, -6.7716, -0.0446], [-7.0152, -2.5289, -5.6680], [-3.6401, 7.1969, -0.6889], [-1.7412, 4.5292, -2.7731], [5.5733, 3.6754, 0.1401], [-1.9770, 1.1832, -4.0474], [-3.1373, 6.1239, -2.8299], [-4.0922, 7.9047, -0.0098], [1.0730, -0.9856, 2.0307], [2.2553, -1.1456, 5.2015], [-3.2092, -0.6036, 0.2389], [-3.8229, 1.6153, -5.0602], [4.0622, -4.2619, 0.5710], [1.4836, -3.3119, 4.1835], [0.7111, -3.7844, 3.3945], [5.5665, -4.2587, 2.1187], [-5.5048, -0.6546, 4.6208], [-3.7935, 7.1317, -2.0889], [0.5452, -4.5631, -4.2036], [3.3053, 6.1237, -2.4390], [6.4666, -6.4305, 1.7019], [-2.1334, 5.2732, -0.8377], [2.7484, -2.3791, 0.0517], [-0.9190, -0.8323, 1.3174], [-3.7693, -0.1642, -0.7546], [-6.8572, -1.0894, -3.6655], [-5.6797, -3.8274, -1.3154], [3.5977, 2.2626, -0.7594], [-1.1572, -1.8646, -2.9352], [4.6217, 3.9513, 3.5862], [-6.0734, -2.6590, -0.8043], [3.5254, 4.6706, -1.4880], [0.5008, 1.1712, 6.8338], [5.6822, -6.0764, 1.0494], [-1.3684, 1.0755, -0.0683], [-3.7906, -0.4460, -4.4478], [6.9583, 2.6685, -1.1382], [0.0153, -4.5556, -3.2626], [-4.6930, -0.7443, -4.9607], [3.6181, -5.0331, -0.5691], [4.6211, 2.1119, -1.0698], [3.7854, 0.2254, -2.5905], [-2.6694, 6.2138, 0.9690], [5.0210, 0.4032, 2.0347], [-3.2909, 0.8620, -4.4982], [-1.6803, -5.4826, -1.8299], [-4.3527, -0.2854, 4.3983], [-2.0489, 1.5811, -0.7374], [-6.5635, -1.8752, -2.9854], [4.1329, -0.7483, -3.2493], [-2.8721, 1.4027, 3.3710], [-5.2785, 1.8178, 3.4117], [-1.3562, -0.4251, 6.2331], [-3.5860, 4.2435, 1.7149], [-4.1859, 1.0161, 3.6964], [-6.7955, -0.7161, -1.2724], [1.6109, 6.0043, -0.6870], [4.8440, 1.1701, -2.1355], [2.9168, 0.6346, 6.1937], [0.3905, -3.6324, -2.3135], [1.1929, -1.9871, 4.7931], [-5.6303, -4.2189, -5.5802], [0.8084, 0.7975, 0.8962], [-5.8567, 3.7064, 2.5478], [-1.2058, 0.1608, -3.4423], [3.1998, 3.8020, -4.3478], [5.3384, 2.7664, 5.6721], [0.7331, 0.2779, 6.2731], [4.2085, -6.2481, -0.8626], [-6.2401, -3.2769, -5.0529], [-2.2109, 5.3172, -2.2032], [-1.0485, -5.4371, -3.0344], [-0.9481, -2.2954, 4.8338], [1.1233, 4.8991, -3.5079], [6.3778, -1.3968, 5.6005], [1.8227, 1.1552, 0.9936], [-1.3820, -4.4712, -0.8786], [-1.6437, 2.6855, 2.2940], [-1.3023, -1.7428, 1.7538], [-4.7176, 8.0531, -2.8157], [-3.3347, -0.9643, 4.6541], [5.6304, -0.6125, 3.7460], [-0.3295, -0.6350, 5.9717], [4.5790, 2.8826, 3.0575], [5.9711, -0.5347, 5.0928], [-0.1570, -2.7798, -0.4173], [5.0645, 1.7493, 3.8217], [-0.3527, 2.8833, -3.9998], [5.9088, -1.4452, 3.1171], [-3.4371, -6.3526, -0.5702], [5.1766, 0.5014, 3.0989], [-0.3423, -3.5560, -1.1451]]
}